Record 1
A cluster of 2 separate species, C9H14 in total at a distorted geometry, computed with ωB97M-V with the def2-TZVPD basis set.

Last column: Mulliken charge in e.
Geometry (Å):
C1 -2.52 1.73 0.92  -1.324
C2 -0.99 1.54 0.64  0.859
C3 -0.10 1.09 1.58  -0.583
C4 1.26 0.97 1.21  -0.328
C5 1.71 1.17 -0.07  -0.507
C6 0.77 1.62 -1.03  -0.406
C7 -0.53 1.79 -0.68  -0.441
H1 -2.80 2.69 0.88  0.410
H2 -2.67 1.50 2.05  0.301
H3 -3.10 1.07 0.28  0.291
H4 -0.53 0.88 2.53  0.358
H5 2.02 0.68 1.96  0.279
H6 2.72 0.76 -0.40  0.360
H7 1.18 1.90 -1.95  0.432
H8 -1.25 2.13 -1.46  0.289
C8 -0.06 -2.57 -1.19  -0.731
C9 1.25 -2.75 -0.42  -0.605
H9 -0.54 -1.57 -0.88  0.076
H10 0.10 -2.67 -2.31  0.242
H11 -0.63 -3.38 -1.05  0.419
H12 1.80 -3.61 -0.96  0.274
H13 1.07 -3.18 0.58  0.244
H14 1.84 -1.81 -0.23  0.089

Output
LUMO level: 1.0229 eV
Energy: -9558.84557 eV
Orbital gap: 10.141 eV
Energy above the lowest of the compared OMol25 structures with the same formula, charge and spin: 30.8 kcal per mole

---

Record 2
A cluster of 2 separate species, C9H14 in total at a distorted geometry, computed with ωB97M-V with the def2-TZVPD basis set.

Last column: Mulliken charge in e.
Geometry (Å):
C1 -0.24 -0.11 -2.92  -1.100
C2 -0.24 0.56 -1.51  0.697
C3 -0.40 1.99 -1.42  -0.599
C4 0.12 2.61 -0.31  -0.279
C5 0.76 1.86 0.78  -0.604
C6 0.72 0.50 0.69  0.217
C7 0.15 -0.19 -0.42  -0.450
H1 -0.10 0.61 -3.84  0.296
H2 -1.40 -0.44 -3.09  0.244
H3 0.57 -0.88 -2.86  0.343
H4 -1.00 2.67 -2.12  0.261
H5 -0.02 3.67 -0.08  0.353
H6 1.35 2.39 1.57  0.317
H7 1.01 -0.30 1.42  -0.037
H8 0.30 -1.22 -0.41  0.293
C8 -1.01 -2.59 2.48  -0.811
C9 0.39 -2.98 2.01  -0.506
H9 -1.76 -2.50 1.60  0.224
H10 -1.55 -3.28 3.14  0.337
H11 -1.20 -1.64 3.06  0.280
H12 0.65 -4.07 2.10  0.330
H13 1.19 -2.15 2.36  0.190
H14 0.42 -2.74 0.83  0.006

Output
LUMO level: 1.0113 eV
Energy: -9557.67468 eV
Orbital gap: 9.833 eV
Energy above the lowest of the compared OMol25 structures with the same formula, charge and spin: 57.8 kcal per mole

---

Record 3
A cluster of 2 separate species, C9H14 in total at a distorted geometry, computed with ωB97M-V with the def2-TZVPD basis set.

Last column: Mulliken charge in e.
Geometry (Å):
C1 -1.39 -2.10 -1.55  -1.421
C2 -1.68 -0.99 -0.62  0.788
C3 -0.83 0.15 -0.62  -0.724
C4 -1.06 1.20 0.23  -0.154
C5 -2.11 1.21 1.12  -0.403
C6 -2.93 0.05 1.18  -0.343
C7 -2.72 -0.98 0.34  -0.374
H1 -1.93 -3.02 -1.37  0.362
H2 -0.33 -2.54 -1.64  0.281
H3 -1.56 -1.80 -2.58  0.325
H4 -0.01 0.14 -1.22  0.616
H5 -0.35 2.12 0.15  0.242
H6 -2.33 2.21 1.65  0.251
H7 -3.76 0.14 1.95  0.266
H8 -3.34 -1.88 0.41  0.299
C8 2.90 0.78 -0.35  -0.384
C9 3.63 0.82 0.97  -0.957
H9 1.84 0.78 -0.21  -0.147
H10 3.40 1.40 -1.14  0.343
H11 3.04 -0.26 -0.70  0.251
H12 4.62 1.06 0.72  0.312
H13 3.59 -0.07 1.55  0.312
H14 3.30 1.58 1.73  0.258

Output
LUMO level: 0.9768 eV
Energy: -9558.95152 eV
Orbital gap: 9.911 eV
Energy above the lowest of the compared OMol25 structures with the same formula, charge and spin: 28.4 kcal per mole